(1)
ORCA calculation (ωB97M-V/def2-TZVPD) on a structure of composition C17H28N2O3 in a non-equilibrium geometry.

## Properties
Maximum force: 0.35827 Eh/bohr
LUMO energy: 0.022 hartree
HOMO: -0.288 hartree
Total charge: 0
Energy above the lowest of the compared OMol25 structures with the same formula, charge and spin: 2076.34 kJ/mol

Last column: Löwdin charge in e.
CARTESIAN COORDINATES (ANGSTROEM)
1 O 3.06829 4.34092 0.51152  -0.008
2 O 1.48346 -1.63892 0.96315  0.027
3 O 2.82471 2.81731 2.83349  0.081
4 N -3.61229 -3.87795 -1.50550  -0.248
5 N 0.47835 -1.24987 -1.01732  0.038
6 C 1.80493 0.46128 0.06843  -0.249
7 C 2.41382 2.24037 1.74935  -0.063
8 C 1.94676 0.94240 1.28408  0.008
9 C 2.56466 2.06676 3.72408  -0.393
10 C 2.52615 3.21754 0.37527  -0.173
11 C 0.12654 -2.71904 -1.25033  0.020
12 C 2.20022 2.82208 -0.89015  0.007
13 C -4.11525 -5.26927 -1.09084  0.000
14 C -4.27049 -3.30630 -2.59870  -0.057
15 C 1.35219 -0.94883 -0.05996  -0.480
16 C 1.64947 5.91087 -0.72185  -0.024
17 C -2.01984 -2.12034 0.29859  -0.032
18 C 1.00373 1.94882 4.44681  0.007
19 C -2.21365 -3.92226 -1.45339  -0.233
20 C 1.98664 1.26101 -1.04065  0.024
21 C 3.00979 5.21828 -0.34807  -0.385
22 C -1.63605 -2.43376 -1.38985  -0.107
23 H -1.52585 -2.70216 1.01999  0.028
24 H 1.08027 1.40877 5.26413  0.000
25 H 1.31377 6.22558 0.17635  0.025
26 H -5.23286 -3.48919 -2.44733  0.064
27 H 3.69008 6.08197 0.10054  0.169
28 H 2.34766 3.24353 -1.82232  0.069
29 H -1.78349 -4.46512 -0.84139  0.028
30 H 0.32059 -2.89313 -2.26416  0.091
31 H 0.29790 -3.26791 -0.57825  -0.014
32 H -3.98829 -5.77332 -1.78774  -0.077
33 H 3.58196 4.75728 -1.12336  0.113
34 H 0.54912 3.03909 4.33015  0.116
35 H 3.07535 2.46724 4.73423  0.165
36 H -1.78991 -0.84907 0.34767  0.121
37 H -4.01136 -2.41283 -2.48034  0.039
38 H 1.76508 0.33029 2.23989  0.144
39 H -4.26107 -3.77739 -3.38362  0.024
40 H -3.67671 -5.56370 -0.04398  0.130
41 H 0.38139 1.57406 3.64794  0.034
42 H 0.10409 -0.37631 -1.63183  0.200
43 H -3.19827 -2.06990 0.24232  0.078
44 H -1.88125 -1.82514 -2.01798  -0.002
45 H 1.63505 0.85695 -2.14503  0.145
46 H 0.99634 5.10596 -1.31846  0.115
47 H -5.38084 -5.19781 -1.06612  0.152
48 H 1.94092 6.78920 -1.36333  0.092
49 H 2.88777 1.16169 3.80527  0.055
50 H -1.80956 -4.13974 -2.48137  0.135


(2)
ORCA calculation (ωB97M-V/def2-TZVPD) on an isolated molecule of C8H12O in a non-equilibrium geometry.

## Properties
Maximum force: 0.03749 Eh/bohr
SMILES string: C[C@@H]1[C@H]2OC=CC[C@]12C
LUMO energy: 0.037 hartree
HOMO: -0.315 hartree
Total charge: 0
Energy above the lowest of the compared OMol25 structures with the same formula, charge and spin: 306.05 kJ/mol

Last column: Löwdin charge in e.
CARTESIAN COORDINATES (ANGSTROEM)
1 O -1.30661 1.16299 0.95499  -0.022
2 C 1.45305 -0.13300 0.62272  -0.114
3 C -0.62390 0.82202 -0.20083  -0.271
4 C -0.30835 1.17794 1.92928  -0.111
5 C 0.96464 0.66834 1.82582  -0.080
6 C 0.07583 -0.47564 -0.04057  -0.385
7 C -0.71924 -1.54517 0.70619  -0.044
8 C -0.66586 -0.17373 -1.32462  -0.198
9 C -0.05400 0.23610 -2.64809  -0.056
10 H 2.17629 0.49632 0.02242  0.125
11 H -0.34078 -2.53360 0.36564  0.091
12 H 0.92781 0.73623 -2.45901  0.089
13 H 0.00774 -0.68095 -3.31347  0.098
14 H -0.67906 0.93014 -3.17785  0.064
15 H -1.49783 -0.84353 -1.48367  0.128
16 H -0.62697 -1.50358 1.81718  0.090
17 H 1.95736 -1.09581 0.92720  0.120
18 H 0.01319 1.65439 -0.41999  0.152
19 H 1.70119 0.89722 2.63722  0.112
20 H -1.84343 -1.55934 0.50673  0.109
21 H -0.61105 1.76266 2.75273  0.104


(3)
ORCA calculation (ωB97M-V/def2-TZVPD) on a cluster of 17 separate species, C51H133N3O17 in total in a non-equilibrium geometry.

## Properties
Maximum force: 0.12270 Eh/bohr
LUMO energy: 0.007 hartree
HOMO: -0.299 hartree
Total charge: 0

Last column: Löwdin charge in e.
CARTESIAN COORDINATES (ANGSTROEM)
1 O -2.55866 1.15993 -2.02278  -0.091
2 O -1.49602 3.53120 -3.02212  -0.098
3 O 3.46351 7.23669 2.65056  -0.101
4 O -4.93981 -3.66791 -0.09284  -0.009
5 O -2.18959 -3.43296 3.73894  -0.114
6 O -0.88873 2.16221 0.06843  -0.162
7 O 6.85703 1.98993 3.26271  -0.077
8 O -0.71303 -5.15026 -3.34806  -0.113
9 O 3.95049 1.23596 -0.25753  -0.112
10 O 6.34471 0.57098 0.65209  -0.043
11 O 2.13496 -3.88935 -1.45930  -0.094
12 O -1.70049 0.83300 4.23876  -0.075
13 O 0.34954 -5.93445 -0.90551  -0.126
14 O 1.28538 0.37562 0.37203  -0.145
15 O 4.27009 -4.55331 4.28023  -0.083
16 O 3.14484 -0.89359 -4.32023  -0.078
17 O -6.47186 4.04190 3.17555  -0.005
18 N 7.15780 -0.27151 -0.12885  -0.077
19 N -6.00620 -3.70769 -0.86520  -0.175
20 N -6.89280 3.51032 1.91721  -0.094
21 C 9.68302 -1.83617 -0.58531  -0.163
22 C 3.59864 -4.38032 -3.29833  -0.074
23 C -8.44970 -4.03428 -0.79940  -0.175
24 C -4.85815 1.96611 1.78856  -0.039
25 C -0.59015 0.84066 3.33978  -0.302
26 C -8.65980 -3.10873 -2.01748  -0.143
27 C 0.47540 4.50609 -4.23378  -0.061
28 C 5.51009 2.32349 3.22215  -0.360
29 C 1.01639 -1.02661 0.55170  -0.112
30 C -1.31203 -4.08761 -3.98363  -0.137
31 C -4.81269 -3.28296 -2.86074  -0.061
32 C -7.33055 -3.18881 -2.90751  -0.101
33 C -5.12691 4.90610 0.64605  -0.037
34 C -7.36776 5.88620 1.18953  -0.042
35 C -7.03272 -4.95935 1.06251  -0.030
36 C -6.84361 1.74962 0.16235  -0.114
37 C -7.18168 4.06327 -0.54741  -0.157
38 C -0.62438 -5.86393 0.11315  -0.255
39 C -1.44556 3.54028 0.22323  -0.067
40 C 9.09076 1.13065 0.69410  -0.031
41 C 8.35786 0.51985 -0.50363  -0.468
42 C 4.63627 -2.18423 3.73277  -0.074
43 C -6.05974 -2.87615 -2.04977  -0.465
44 C 3.98196 2.68577 0.01939  -0.224
45 C -5.97605 -1.29711 -1.73217  -0.015
46 C 1.85532 6.02734 1.48213  -0.084
47 C 2.18998 6.58488 2.84421  -0.316
48 C 4.01226 -3.51831 3.33577  -0.312
49 C 2.97743 0.17208 -3.41559  -0.310
50 C 2.77285 1.43792 -4.28813  -0.065
51 C -6.64631 4.53375 0.85710  -0.439
52 C 5.90525 -2.38980 -0.01454  -0.020
53 C 7.91335 1.58670 -1.53566  -0.029
54 C -6.48751 2.75680 -0.98319  -0.151
55 C 5.22524 3.77789 3.30054  -0.075
56 C 9.42099 -0.38315 -1.26329  -0.096
57 C 0.45336 1.76134 3.96355  -0.073
58 C -2.15661 0.13656 -2.83468  -0.313
59 C 2.84767 3.22700 -0.77536  -0.083
60 C -7.25386 -3.76659 0.06449  -0.427
61 C -6.32699 2.23112 1.54626  -0.496
62 C 3.22645 -4.70780 -1.87205  -0.306
63 C -0.61658 0.21795 -2.94035  -0.045
64 C -6.95967 1.20791 2.55804  -0.049
65 C 7.50379 -1.90079 1.83674  -0.048
66 C 8.30967 -2.55504 -0.52920  -0.127
67 C -0.36759 4.40707 -2.93574  -0.281
68 C 7.29862 -1.65933 0.33906  -0.427
69 C -0.61004 -4.34963 0.42319  -0.070
70 C -7.47740 -2.40193 0.87026  -0.025
71 C -0.82525 -3.59153 4.03236  -0.185
72 H -1.26308 -4.28808 -5.05392  0.092
73 H -0.53465 -4.62072 3.82159  0.077
74 H -6.69333 1.41124 3.59526  0.085
75 H 5.67337 -2.38129 4.00425  0.065
76 H -1.28581 1.75499 -0.70494  0.021
77 H -9.33540 -3.90279 -0.17783  0.119
78 H -2.49948 1.97359 -2.52879  0.053
79 H -7.98624 -5.24248 1.50831  0.081
80 H -6.72197 6.53400 1.78234  0.075
81 H 7.14842 2.28586 -1.19779  0.066
82 H 10.27985 -2.41992 -1.28612  0.093
83 H -8.04957 1.22075 2.56546  0.078
84 H 5.09717 1.74909 4.05140  0.114
85 H 0.95933 -1.25668 1.61562  0.056
86 H -3.86388 -2.97965 -2.41817  0.057
87 H 10.43066 0.01023 -1.14528  0.100
88 H 8.47056 -1.47398 2.10374  0.065
89 H -8.19767 -1.72932 0.40455  0.069
90 H 8.47018 1.93255 1.09402  0.069
91 H 0.47319 0.88060 0.28874  0.023
92 H 10.08887 1.53319 0.52138  0.087
93 H -6.68730 -5.83758 0.51707  0.081
94 H 0.50925 3.53387 -4.72547  0.068
95 H 6.75520 -1.27804 2.32652  0.056
96 H 1.50002 -4.42394 -0.97696  0.015
97 H 4.92453 3.13082 -0.29935  0.119
98 H 3.85695 0.20532 -2.77259  0.100
99 H 4.01294 -3.37525 -3.37756  0.055
100 H 4.08697 -4.67675 -1.20374  0.097
101 H -5.04765 -1.07263 -1.20702  0.076
102 H 7.93953 -2.65512 -1.54953  0.107
103 H -0.22930 -0.16075 3.10512  0.089
104 H -5.03684 5.68286 -0.11331  0.090
105 H 4.14575 3.90472 3.21859  0.056
106 H -0.51991 -3.27653 5.03018  0.083
107 H 1.46616 7.30008 3.23495  0.109
108 H 8.53950 -3.51960 -0.07655  0.115
109 H 0.98215 5.39481 1.64210  0.071
110 H 10.27751 -1.83210 0.32829  0.100
111 H -2.68458 -3.76308 4.49233  0.078
112 H 0.42069 1.58046 5.03794  0.075
113 H 3.87157 2.84688 1.09176  0.087
114 H -7.41514 -2.44231 -3.69724  0.107
115 H -6.33176 -4.64743 1.83676  0.077
116 H -7.87211 1.39028 0.12850  0.122
117 H -6.54726 -2.01277 1.28438  0.073
118 H -9.56595 -3.34643 -2.57469  0.104
119 H 1.81987 -1.60246 0.09245  0.073
120 H -8.33110 5.65972 1.64646  0.079
121 H 5.49617 4.22690 4.25609  0.084
122 H -7.83312 -2.66687 1.86594  0.071
123 H -1.59532 -6.22076 -0.23040  0.108
124 H -0.35845 -0.26247 -1.99660  0.059
125 H -4.79986 -2.89060 -3.87759  0.086
126 H -4.43961 4.08219 0.45394  0.026
127 H 2.80909 -4.47031 -4.04441  0.074
128 H 5.18928 1.83575 2.30167  0.082
129 H -0.76935 -3.16992 -3.75682  0.082
130 H -8.77910 -2.09327 -1.63972  0.086
131 H 2.36863 5.75227 3.52462  0.098
132 H -0.10068 -0.40041 -3.67490  0.075
133 H -6.24158 0.87992 -0.10089  0.084
134 H 2.97155 3.16326 -1.85642  0.063
135 H -7.06500 2.50125 -1.87161  0.107
136 H 5.09837 -1.65802 -0.05374  0.071
137 H 8.66615 2.33124 -1.79461  0.081
138 H 5.86272 -2.96061 -0.94216  0.054
139 H 5.71127 -3.17713 0.71387  0.056
140 H 4.31511 -3.83446 2.33756  0.088
141 H -2.38022 0.25171 3.88994  0.072
142 H 7.56052 -2.84500 2.37837  0.086
143 H 3.42430 -1.66708 -3.82504  0.040
144 H 2.13599 1.13452 -5.11907  0.077
145 H 9.24755 0.44100 1.52350  0.076
146 H -6.81375 0.20411 2.15905  0.061
147 H -8.41668 -5.04853 -1.19728  0.120
148 H 4.23585 -5.21237 -3.59792  0.078
149 H 0.35911 -4.05623 0.82664  0.069
150 H 0.06714 -1.32736 0.10834  0.072
151 H 0.32183 2.83171 3.80513  0.063
152 H 9.13892 -0.50722 -2.30882  0.103
153 H 5.22081 -4.67357 4.33747  0.073
154 H -4.18042 2.10020 0.94547  0.070
155 H 2.33821 2.23545 -3.68553  0.029
156 H 2.17935 0.04437 -2.68425  0.088
157 H -7.30561 3.95935 3.64421  0.104
158 H -0.18374 -5.66134 -3.96470  0.102
159 H 4.55022 -1.41432 2.96599  0.068
160 H 7.68182 1.12694 -2.49645  0.079
161 H -5.42199 2.94812 -1.11034  0.098
162 H 2.66931 5.30250 1.47058  0.055
163 H -7.70811 6.49436 0.35144  0.074
164 H 4.12485 -1.80486 4.61743  0.076
165 H -4.61735 1.04316 2.31609  0.081
166 H 3.21493 0.80054 0.17945  0.055
167 H -4.51127 -4.51099 -0.25766  0.114
168 H -6.96023 4.77185 -1.34551  0.105
169 H 1.90519 2.68304 -0.71252  0.064
170 H 2.87308 -5.73811 -1.83087  0.106
171 H -0.24968 -6.55951 0.86407  0.116
172 H -2.61267 -0.84725 -2.72410  0.102
173 H -4.49033 2.64384 2.55894  0.087
174 H -0.78912 -3.71287 -0.44316  0.078
175 H -7.24580 -4.14413 -3.42547  0.109
176 H -2.62954 0.41779 -3.77561  0.110
177 H -0.73730 5.34785 -2.52786  0.117
178 H 5.69920 4.22320 2.42580  0.087
179 H 2.67185 4.27233 -0.52145  0.061
180 H -4.84980 -4.36062 -3.01998  0.087
181 H 7.22343 1.52171 2.50897  0.031
182 H -0.00383 5.25566 -4.86353  0.064
183 H -0.07226 -5.63005 -1.71236  0.031
184 H -4.63024 5.14811 1.58566  0.082
185 H -2.24602 4.10182 -3.20514  0.099
186 H -0.25245 1.24445 -2.98297  0.069
187 H 1.43258 5.00855 -4.09439  0.076
188 H -5.92718 -0.73319 -2.66368  0.077
189 H -8.26189 4.09165 -0.69040  0.116
190 H 5.55004 0.63635 0.11746  0.040
191 H 3.71228 1.89481 -4.59930  0.074
192 H -2.36273 -3.97479 -3.71643  0.057
193 H -0.15198 -3.01773 3.39552  0.057
194 H 1.82126 6.84648 0.76384  0.092
195 H -0.67469 4.26655 -0.03442  0.062
196 H 0.27330 4.06909 -2.12141  0.083
197 H -1.82661 3.60717 1.24226  0.078
198 H 1.44468 1.63314 3.52886  0.065
199 H -1.31947 -4.16840 1.23063  0.060
200 H 3.78361 7.84056 3.32471  0.079
201 H -0.78212 1.29034 2.36560  0.082
202 H -2.32659 3.65092 -0.40896  0.061
203 H 2.92425 -3.58329 3.32490  0.103
204 H -6.81401 -0.83318 -1.21189  0.041


(4)
ORCA calculation (ωB97M-V/def2-TZVPD) on an isolated molecule of C15H17N5OS2 in a non-equilibrium geometry.

## Properties
Maximum force: 0.02313 Eh/bohr
SMILES string: Cn1cnnc1SCC(=O)Nc1sc2c(c1C#N)CCCCC2
LUMO energy: 0.012 hartree
HOMO: -0.302 hartree
Total charge: 0
Energy above the lowest of the compared OMol25 structures with the same formula, charge and spin: 143.22 kJ/mol

Last column: Löwdin charge in e.
CARTESIAN COORDINATES (ANGSTROEM)
1 S 0.18692 0.64590 -1.25177  1.166
2 S 5.06057 -0.36386 -0.08283  0.978
3 O 2.63231 0.40547 -1.96156  -0.026
4 N 2.91202 -0.97434 1.50015  0.025
5 N -0.36224 -4.11383 0.33737  0.170
6 N 3.11505 1.17253 1.08686  -0.099
7 N 1.88003 -0.34243 2.06928  0.031
8 N 1.83228 -1.50218 -1.07891  0.112
9 C 2.83794 -0.71979 -1.54691  -0.577
10 C 4.21653 -1.31432 -1.41702  -0.324
11 C -1.43091 0.44092 -0.62067  -0.452
12 C -3.65038 -0.24400 1.24906  -0.190
13 C 3.64968 -0.07126 0.91270  -0.672
14 C 3.57016 2.40092 0.50356  -0.030
15 C -0.43120 -3.00101 0.06275  -0.193
16 C -4.50884 0.66548 0.36830  -0.206
17 C -3.81635 1.13626 -0.91147  -0.195
18 C -2.37508 1.59548 -0.68119  -0.204
19 C -0.49772 -1.65185 -0.30960  -0.215
20 C 2.00474 0.93050 1.82489  -0.163
21 C 0.56513 -0.98979 -0.87773  -0.445
22 C -1.65196 -0.81882 -0.16165  -0.221
23 C -2.91299 -1.33013 0.46606  -0.129
24 H 1.32682 1.68935 2.15567  0.125
25 H 4.20537 -2.36911 -1.14989  0.082
26 H 3.42557 2.35868 -0.57915  0.087
27 H -2.64414 -2.14830 1.13863  0.116
28 H 2.02254 -2.40145 -0.65434  0.152
29 H -4.29973 -0.71565 1.98926  0.110
30 H -4.80362 1.53590 0.95929  0.109
31 H -3.81063 0.33360 -1.65072  0.117
32 H 2.99416 3.22612 0.91659  0.097
33 H -2.06040 2.24812 -1.49901  0.104
34 H -5.42280 0.13679 0.08810  0.110
35 H -4.39292 1.96234 -1.33260  0.109
36 H 4.80965 -1.14018 -2.31276  0.087
37 H -2.31927 2.18343 0.24041  0.120
38 H -2.91394 0.34798 1.79537  0.117
39 H 4.62949 2.54464 0.71676  0.089
40 H -3.57183 -1.74810 -0.30129  0.131